ORCA calculation (wB97M-V/def2-TZVPD) on C32H33As2ClIrN3O11 as an isolated structure.

- charge = +2
- energy relative to the best compared isomer or geometry (same formula, charge and spin) (kcal per mole) = 0.0
- multiplicity = 5
- expectation value of S² = 6.05
- Kohn-Sham gap (alpha / beta) (eV) = 6.37 / 5.04
- E_tot (eV) = -197734.1844

Positions of all 83 atoms, in Å:
Ir -0.368 1.312 0.942
Cl 5.779 5.187 1.995
C 4.590 3.988 1.887
C 4.638 2.876 2.753
C 3.677 1.920 2.650
C 2.600 2.011 1.683
O 1.757 1.075 1.659
C 2.575 3.170 0.797
C 1.610 3.400 -0.279
N 0.630 2.631 -0.573
C -0.189 2.877 -1.709
C 0.228 3.568 -2.816
C -0.636 3.761 -3.915
C -1.901 3.250 -3.895
C -2.350 2.497 -2.783
C -3.642 1.927 -2.721
C -3.997 1.175 -1.639
C -3.056 0.985 -0.611
N -1.861 1.528 -0.626
C -1.486 2.292 -1.693
C 3.569 4.112 0.926
H 5.437 2.810 3.477
H 3.662 1.048 3.289
H 1.794 4.303 -0.863
H 1.237 3.951 -2.877
H -0.281 4.310 -4.773
H -2.568 3.398 -4.732
H -4.333 2.088 -3.537
H -4.971 0.717 -1.557
H -3.292 0.378 0.254
H 3.587 4.977 0.279
C -3.298 -1.902 -3.519
O -2.367 -2.327 -2.512
C -1.228 -1.656 -2.449
O -1.014 -0.576 -2.952
C -0.244 -2.300 -1.533
C 0.249 -3.530 -1.640
As 1.532 -4.402 -0.420
C 0.473 -5.971 0.085
C 1.147 -3.368 1.210
C 0.827 -2.074 1.270
As 0.476 -0.985 -0.285
C 2.250 -0.800 -1.062
C 0.663 -1.463 2.614
O 1.352 -1.720 3.558
O -0.364 -0.564 2.694
C -0.599 -0.090 4.035
C 1.138 -4.211 2.461
O 0.090 -4.592 2.902
O 2.299 -4.608 2.973
C 3.509 -3.948 2.584
C 0.117 -4.413 -2.851
O 0.640 -5.501 -2.861
O -0.514 -3.867 -3.877
C -0.550 -4.671 -5.075
H -4.009 -2.718 -3.617
H -2.777 -1.723 -4.458
H -3.805 -0.994 -3.198
H 0.530 -6.672 -0.741
H -0.557 -5.705 0.310
H 0.930 -6.410 0.972
H 2.715 -1.781 -1.179
H 2.866 -0.180 -0.414
H 2.138 -0.330 -2.038
H -1.473 0.549 3.954
H 0.271 0.464 4.392
H -0.788 -0.935 4.694
H 3.467 -2.899 2.877
H 3.694 -4.048 1.511
H 4.300 -4.456 3.130
H -0.904 -4.005 -5.856
H -1.239 -5.501 -4.931
H 0.444 -5.050 -5.302
N -3.499 3.959 3.853
C -2.095 4.347 3.474
C -1.517 3.220 2.606
O -0.332 3.330 2.254
O -2.285 2.275 2.308
H -3.593 3.753 4.849
H -3.687 3.079 3.302
H -4.188 4.674 3.614
H -1.504 4.496 4.374
H -2.128 5.279 2.914

=====

ORCA calculation (wB97M-V/def2-TZVPD) on one molecule with the formula C9H10O2S.

- energy relative to the best compared isomer or geometry (same formula, charge and spin) (kcal per mole) = 63.3
- Kohn-Sham gap (alpha / beta) (eV) = 8.60 / 5.56
- E_tot (eV) = -24421.3618

Positions of all 22 atoms, in Å:
C 0.616 2.408 0.137
C 2.005 2.260 0.412
C -0.104 1.280 -0.236
C 2.658 1.093 0.224
C 0.423 0.067 -0.310
C 1.881 -0.054 -0.037
C -0.310 -1.189 -0.598
C -1.842 -1.163 -0.838
C -2.632 -0.835 0.388
O 4.040 -1.652 0.152
O -3.439 -1.788 0.891
S 2.567 -1.670 -0.124
H 0.002 3.205 0.463
H 2.453 3.264 0.588
H -1.156 1.431 -0.331
H 3.693 0.883 0.660
H 0.177 -1.674 -1.537
H -0.288 -1.867 0.264
H -1.970 -0.354 -1.616
H -2.179 -2.245 -1.197
H -2.745 0.162 0.869
H -3.851 -1.563 1.775

=====

ORCA calculation (wB97M-V/def2-TZVPD) on a 2-piece molecular cluster, C15H18 overall.

- energy relative to the best compared isomer or geometry (same formula, charge and spin) (kcal per mole) = 54.7
- Kohn-Sham gap (eV) = 9.80
- E_tot (eV) = -15844.6085

Positions of all 33 atoms, in Å:
C -1.644 -2.603 -4.211
C -1.190 -1.271 -4.445
C -0.852 -0.475 -3.260
C 0.371 -0.923 -2.607
C 0.585 -0.520 -1.275
C -0.290 0.459 -0.656
C -1.279 0.973 -1.438
C -1.600 0.510 -2.726
H -2.405 -2.932 -5.064
H -2.354 -2.649 -3.342
H -0.908 -3.407 -4.141
H -0.261 -1.307 -5.265
H -2.021 -0.742 -4.976
H 1.024 -1.829 -2.946
H 1.404 -0.940 -0.720
H -0.244 0.752 0.304
H -1.836 1.859 -1.013
H -2.470 0.960 -3.188
C -1.219 -0.538 2.752
C 0.092 0.169 2.995
C 1.296 -0.511 3.067
C 2.485 0.218 3.270
C 2.629 1.616 3.363
C 1.355 2.310 3.188
C 0.182 1.653 3.000
H -1.754 -0.097 1.912
H -1.782 -0.491 3.665
H -1.072 -1.542 2.482
H 1.230 -1.452 3.294
H 3.462 -0.328 3.274
H 3.611 2.084 3.610
H 1.474 3.413 3.212
H -0.627 2.249 2.800

=====

ORCA calculation (wB97M-V/def2-TZVPD) on C32H41AsN2O7P2SSiTi as an isolated structure.

- charge = -2
- energy relative to the best compared isomer or geometry (same formula, charge and spin) (kcal per mole) = 27.0
- Kohn-Sham gap (alpha / beta) (eV) = 5.52 / 5.54
- E_tot (eV) = -172419.2751

Positions of all 88 atoms, in Å:
Ti 0.162 -1.493 -0.095
O 2.429 -2.364 -3.570
P 1.696 -2.641 -2.155
O 2.535 -3.457 -1.240
O 1.184 -1.305 -1.692
O 0.448 -3.514 -2.685
P -0.379 -4.283 -1.461
O 0.726 -5.342 -0.985
O -1.568 -4.936 -2.020
O -0.556 -3.272 -0.348
H 2.992 -1.605 -3.415
H 1.547 -4.811 -0.894
S 3.867 0.327 -0.918
C 3.773 1.837 -0.128
C 4.904 2.610 0.191
C 4.779 3.783 0.901
C 3.534 4.207 1.345
C 2.403 3.462 1.025
C 2.493 2.317 0.249
As 0.975 1.107 -0.297
C 0.799 1.620 -2.198
C 1.818 1.495 -3.145
C 1.571 1.653 -4.496
C 0.298 1.965 -4.948
C -0.726 2.108 -4.025
C -0.479 1.924 -2.677
C -0.366 2.474 0.293
C -1.249 2.187 1.328
C -2.148 3.136 1.790
C -2.175 4.403 1.232
C -1.296 4.711 0.203
C -0.408 3.757 -0.257
H 5.875 2.263 -0.133
H 5.654 4.379 1.139
H 3.442 5.118 1.925
H 1.440 3.796 1.393
H 2.819 1.249 -2.812
H 2.379 1.527 -5.207
H 0.106 2.083 -6.009
H -1.731 2.348 -4.357
H -1.300 2.029 -1.975
H -1.237 1.192 1.761
H -2.826 2.892 2.600
H -2.870 5.148 1.601
H -1.295 5.704 -0.232
H 0.291 4.007 -1.050
C -1.555 -1.046 -3.707
C -2.201 -0.479 -2.480
C -3.409 0.207 -2.530
C -3.984 0.630 -1.337
C -3.386 0.297 -0.138
C -2.189 -0.446 -0.158
N -1.587 -0.729 -1.326
N -1.551 -0.930 0.935
Si -2.449 -2.073 1.848
C -1.354 -3.437 2.614
C -3.791 -2.946 0.784
C -3.468 -1.245 3.281
H -2.004 -2.017 -3.927
H -0.495 -1.211 -3.526
H -1.684 -0.391 -4.568
H -3.889 0.406 -3.478
H -4.906 1.201 -1.351
H -3.828 0.582 0.805
H -0.410 -3.440 2.068
H -1.822 -4.406 2.472
H -1.163 -3.304 3.676
H -3.293 -3.566 0.043
H -4.389 -2.211 0.250
H -4.469 -3.572 1.359
H -2.860 -0.615 3.922
H -3.920 -2.013 3.902
H -4.274 -0.633 2.887
C 2.167 -2.550 3.501
C 1.851 -1.278 2.683
C 3.105 -0.383 2.734
C 0.701 -0.511 3.349
C 1.511 -1.632 1.259
H 2.382 -2.289 4.540
H 3.042 -3.051 3.086
H 1.325 -3.238 3.477
H 3.388 -0.169 3.768
H 2.907 0.559 2.219
H 3.943 -0.867 2.237
H 0.885 -0.387 4.420
H -0.237 -1.041 3.201
H 0.621 0.476 2.881
H 2.416 -2.044 0.775

=====

ORCA calculation (wB97M-V/def2-TZVPD) on one molecule with the formula C25H19BrN2O5.

- energy relative to the best compared isomer or geometry (same formula, charge and spin) (kcal per mole) = 0.0
- Kohn-Sham gap (eV) = 8.11
- E_tot (eV) = -109493.2495

Positions of all 52 atoms, in Å:
C -5.774 0.171 0.916
O -4.821 1.212 0.853
C -3.696 1.076 0.114
C -2.958 2.251 -0.037
C -1.763 2.302 -0.736
C -0.981 3.536 -0.744
C 0.297 3.590 -0.333
C 1.046 4.782 -0.405
N 1.695 5.726 -0.463
C 0.977 2.408 0.316
O 0.367 1.650 1.040
N 2.297 2.335 0.018
C 3.218 1.366 0.438
C 3.003 0.568 1.557
C 3.957 -0.364 1.926
C 5.125 -0.504 1.198
C 5.343 0.299 0.090
C 4.397 1.231 -0.290
C -1.358 1.147 -1.405
Br 0.197 1.127 -2.499
C -2.083 -0.018 -1.301
C -3.214 -0.095 -0.494
O -3.803 -1.330 -0.305
C -3.126 -2.144 0.661
C -1.702 -2.434 0.273
C -0.673 -1.601 0.706
C 0.617 -1.784 0.247
C 0.895 -2.812 -0.649
C 2.257 -3.019 -1.188
O 2.578 -3.933 -1.908
O 3.129 -2.077 -0.801
C -0.126 -3.665 -1.064
C -1.415 -3.472 -0.609
H -6.000 -0.228 -0.075
H -5.443 -0.643 1.565
H -6.667 0.628 1.342
H -3.321 3.132 0.470
H -1.475 4.432 -1.097
H 2.649 2.977 -0.681
H 2.099 0.682 2.132
H 3.783 -0.983 2.794
H 5.864 -1.233 1.493
H 6.254 0.201 -0.481
H 4.565 1.857 -1.154
H -1.765 -0.903 -1.830
H -3.720 -3.060 0.698
H -3.154 -1.647 1.642
H -0.880 -0.786 1.385
H 1.408 -1.124 0.566
H 4.000 -2.252 -1.189
H 0.111 -4.461 -1.754
H -2.212 -4.117 -0.948

=====

ORCA calculation (wB97M-V/def2-TZVPD) on C4H3N3O as an isolated structure.

- energy relative to the best compared isomer or geometry (same formula, charge and spin) (kcal per mole) = 58.8
- Kohn-Sham gap (eV) = 10.22
- E_tot (eV) = -10711.1026

Positions of all 11 atoms, in Å:
C -1.272 0.970 -1.187
C 0.440 0.161 -0.467
C 1.259 -0.837 1.225
C -0.049 -0.893 1.326
H -1.769 1.270 -2.147
H 2.076 -0.849 1.930
H -0.574 -1.333 2.202
N 0.050 1.069 -1.221
N -0.518 -0.326 0.183
N -1.721 0.246 -0.077
O 1.665 -0.301 0.055

=====

ORCA calculation (wB97M-V/def2-TZVPD) on a 4-piece molecular cluster, C28H49ClFN4O5P2S overall.

- charge = +1
- Kohn-Sham gap (eV) = 5.28
- E_tot (eV) = -90659.6960

Positions of all 91 atoms, in Å:
C 6.276 1.535 0.561
C 5.041 2.612 0.638
C 4.784 3.436 -0.789
F 5.467 4.757 -0.660
N 3.258 3.574 -0.979
C 2.368 4.175 -0.081
S 2.684 5.029 1.559
C 0.784 4.094 -0.594
C -0.210 5.363 -0.288
C -0.805 5.113 1.254
O -0.635 5.960 2.272
C 0.967 3.534 -2.124
Cl 0.617 5.079 -3.151
C -0.182 2.505 -2.749
C -0.910 1.562 -1.622
C -0.301 0.193 -0.956
C -1.105 -0.671 0.221
C -2.593 -0.170 0.764
C -3.259 1.190 0.073
C -4.761 1.621 0.611
C -2.422 2.025 -1.084
C 2.557 3.031 -2.242
P 3.517 4.042 -3.603
O 2.948 3.805 -5.064
P 2.838 1.196 -2.694
C 3.502 0.162 -1.231
C 4.113 0.961 -4.097
H 7.271 2.081 0.859
H 6.081 0.705 1.375
H 6.375 0.987 -0.469
H 5.367 3.449 1.422
H 4.030 2.165 1.066
H 5.229 2.750 -1.636
H 3.022 6.382 1.248
H 0.365 3.278 0.170
H -1.183 5.391 -0.976
H 0.409 6.376 -0.356
H -1.443 4.121 1.382
H 0.203 1.881 -3.666
H -1.032 3.220 -3.182
H 0.739 -0.219 -1.300
H -0.670 -1.637 0.733
H -3.178 -0.736 1.606
H -5.528 0.850 0.155
H -4.795 1.472 1.777
H -5.030 2.702 0.250
H -2.902 2.996 -1.528
H 3.425 5.476 -3.299
H 4.957 3.753 -3.555
H 3.210 0.566 -0.168
H 2.986 -0.911 -1.321
H 4.653 -0.023 -1.381
H 4.433 -0.171 -4.258
H 3.581 1.273 -5.119
H 5.095 1.610 -3.933
C -1.178 -2.757 4.725
C -0.202 -2.858 3.587
O -0.491 -2.509 2.445
N 1.041 -3.355 3.850
C 1.570 -3.815 5.112
H -2.123 -2.343 4.361
H -1.373 -3.749 5.140
H -0.785 -2.091 5.498
H 1.641 -3.392 3.034
H 2.451 -3.214 5.349
H 1.868 -4.859 4.994
H 0.845 -3.732 5.923
C -3.019 -7.090 3.582
C -1.689 -6.603 4.084
O -1.594 -5.776 4.989
N -0.561 -7.106 3.505
C -0.462 -8.075 2.439
H -3.822 -6.599 4.140
H -3.133 -6.842 2.524
H -3.104 -8.169 3.733
H 0.295 -6.730 3.896
H 0.110 -8.929 2.810
H 0.081 -7.612 1.610
H -1.438 -8.413 2.091
C -4.440 0.440 -3.641
C -5.626 0.002 -2.828
O -6.054 0.666 -1.886
N -6.233 -1.174 -3.160
C -5.885 -2.089 -4.221
H -4.065 1.393 -3.257
H -3.640 -0.301 -3.566
H -4.734 0.580 -4.685
H -7.022 -1.400 -2.567
H -6.750 -2.186 -4.881
H -5.665 -3.060 -3.771
H -5.023 -1.751 -4.797

=====

ORCA calculation (wB97M-V/def2-TZVPD) on C37H40N2O5 as an isolated structure.

- energy relative to the best compared isomer or geometry (same formula, charge and spin) (kcal per mole) = 0.0
- Kohn-Sham gap (eV) = 5.47
- E_tot (eV) = -52234.7165

Positions of all 84 atoms, in Å:
C 3.584 4.000 2.264
N 2.966 3.095 1.332
C 3.720 2.397 0.425
O 4.921 2.544 0.207
C 2.801 1.406 -0.263
C 3.252 -0.042 -0.032
C 3.235 -0.403 1.427
C 4.319 -0.050 2.239
C 4.304 -0.349 3.600
C 3.223 -1.046 4.147
C 2.146 -1.417 3.334
C 2.167 -1.122 1.971
N 1.503 1.725 0.323
C 0.386 1.139 -0.131
C -0.847 1.211 0.519
C -1.946 0.491 0.106
C -3.233 0.612 0.711
C -4.448 0.199 0.083
C -5.680 0.432 0.683
C -5.766 1.145 1.890
C -4.587 1.535 2.540
C -3.349 1.206 2.004
C 1.571 2.706 1.426
C 1.264 2.117 2.827
C 0.793 3.302 3.663
C 0.402 4.442 2.695
C 0.668 3.968 1.270
H 4.602 4.193 1.916
H 3.017 4.936 2.304
H 3.625 3.573 3.278
H 2.775 1.632 -1.345
H 2.608 -0.713 -0.612
H 4.279 -0.103 -0.420
H 5.177 0.452 1.782
H 5.147 -0.041 4.222
H 3.225 -1.310 5.205
H 1.288 -1.947 3.755
H 1.360 -1.458 1.310
H 0.490 0.594 -1.074
H -0.902 1.892 1.376
H -1.785 -0.227 -0.820
H -4.412 -0.260 -0.904
H -6.591 0.076 0.200
H -6.736 1.394 2.324
H -4.624 2.094 3.476
H -2.438 1.414 2.565
H 0.490 1.347 2.734
H 2.164 1.624 3.218
H -0.055 3.022 4.298
H 1.600 3.628 4.332
H -0.652 4.710 2.833
H 0.987 5.343 2.913
H 1.188 4.711 0.652
H -0.260 3.693 0.762
C 1.614 -0.151 -4.126
C 0.490 -1.032 -3.588
C 0.347 -2.363 -4.301
O 0.776 -1.286 -2.187
C -0.239 -1.757 -1.387
O 0.046 -2.443 -0.420
C -1.595 -1.256 -1.652
C -2.625 -2.302 -1.324
C -2.502 -3.507 -2.220
C -1.768 -4.612 -1.786
C -1.717 -5.763 -2.570
C -2.375 -5.800 -3.806
C -3.108 -4.691 -4.241
C -3.161 -3.541 -3.454
C -1.818 -0.696 -3.000
O -2.932 -0.515 -3.457
O -0.720 -0.258 -3.687
H 1.659 0.786 -3.561
H 2.570 -0.678 -4.037
H 1.419 0.079 -5.179
H -0.471 -2.954 -3.865
H 0.141 -2.171 -5.361
H 1.295 -2.909 -4.206
H -2.477 -2.576 -0.273
H -3.603 -1.842 -1.468
H -1.264 -4.553 -0.818
H -1.179 -6.634 -2.194
H -2.340 -6.705 -4.416
H -3.665 -4.719 -5.180
H -3.732 -2.666 -3.774

=====

ORCA calculation (wB97M-V/def2-TZVPD) on C5H13O as an isolated structure.

- energy relative to the best compared isomer or geometry (same formula, charge and spin) (kcal per mole) = 14.2
- multiplicity = 2
- expectation value of S² = 0.76
- Kohn-Sham gap (alpha / beta) (eV) = 9.86 / 10.02
- E_tot (eV) = -7440.6641

Positions of all 19 atoms, in Å:
H -1.553 -0.497 -1.177
C -0.659 -1.109 -0.337
C 0.250 -0.034 0.241
C 0.951 0.740 -0.898
C -0.561 0.929 1.135
C 1.293 -0.772 1.086
H -1.198 -1.631 0.432
H -0.112 -1.781 -0.966
H 1.589 1.499 -0.430
H 1.564 0.035 -1.477
H 0.172 1.181 -1.528
H 0.140 1.680 1.522
H -1.339 1.388 0.519
H -0.997 0.361 1.970
H 1.980 -0.048 1.526
H 0.808 -1.323 1.900
H 1.875 -1.460 0.461
O -1.662 0.447 -1.741
H -2.542 0.396 -2.237

=====

ORCA calculation (wB97M-V/def2-TZVPD) on C2H5N3OS as an isolated structure.

- energy relative to the best compared isomer or geometry (same formula, charge and spin) (kcal per mole) = 162.0
- Kohn-Sham gap (eV) = 9.37
- E_tot (eV) = -19501.9260

Positions of all 12 atoms, in Å:
C 1.464 0.516 0.011
C -2.314 -0.111 0.376
H 3.495 -1.640 0.196
H 2.387 1.040 0.013
H -0.427 -1.009 0.470
H -2.645 1.039 0.844
H -2.791 -1.972 -0.793
N 1.708 -0.726 0.065
N -0.982 -0.252 -0.274
N -3.299 -0.979 -0.048
O 3.185 -0.735 0.025
S -0.149 1.231 -0.090